1.
Density functional theory data (ωB97M-V/def2-TZVPD) for a structure of composition C35H30N3O9Ru in a non-equilibrium geometry.

The geometry in XYZ format:
```
78
Properties=species:S:1:pos:R:3
Ru -0.03417 0.53887 0.76595
O -4.29368 -0.23641 -0.70691
C -3.14123 -0.13118 -0.03093
O -2.29587 -0.99081 -0.05662
C -3.02281 1.11724 0.77388
C -4.03464 2.02447 0.89561
C -3.83846 3.16420 1.72893
C -2.69664 3.23194 2.46727
C -1.70012 2.23162 2.33920
N -1.82724 1.24556 1.38050
C -0.54236 2.03937 3.13853
O -0.34872 2.74015 4.27993
O 0.33789 1.19851 2.83945
H -4.23531 -1.05063 -1.22782
H -4.95670 1.86267 0.35838
H -4.60080 3.92564 1.81019
H -2.54376 4.05928 3.15333
H -1.09322 3.33423 4.42868
C 4.38651 -0.74807 -0.55293
C 3.07892 -0.82254 0.16970
O 2.35773 0.11145 0.39980
H 5.19388 -0.90475 0.16420
H 4.48862 0.22816 -1.01652
H 4.43117 -1.53530 -1.30286
N 1.02015 2.49338 0.42740
C 0.77857 3.81110 0.89974
C 0.02351 4.72359 0.16949
C -0.23349 5.98230 0.68975
C 0.25441 6.34719 1.93680
C 1.02387 5.44318 2.65388
C 1.29205 4.18524 2.13809
H 1.08638 2.39897 -0.58303
H 1.85037 2.09935 0.85431
H -0.35682 4.45448 -0.80728
H -0.82087 6.68268 0.10977
H 0.05021 7.33153 2.33743
H 1.42178 5.71255 3.62411
H 1.87621 3.47513 2.71184
O 2.84799 -2.10283 0.56462
C 1.63061 -2.55020 1.07095
O 0.74704 -1.82920 1.42024
C 1.57412 -4.01954 1.09220
C 2.69737 -4.80325 0.84703
C 2.62357 -6.19448 0.87043
C 1.39270 -6.74162 1.13232
O 1.05774 -8.05704 1.19031
C -0.32608 -8.10566 1.54373
O -0.81344 -6.76889 1.58094
C 0.26795 -5.95976 1.36933
C 0.31934 -4.59633 1.36079
H 3.64135 -4.32596 0.63410
H 3.48908 -6.81463 0.68650
H -0.42796 -8.55857 2.53236
H -0.86911 -8.66895 0.78485
H -0.54639 -3.97566 1.54602
C -2.90397 2.57807 -3.66838
C -2.54351 3.01455 -2.40041
C -1.62277 2.31550 -1.64161
C -1.01374 1.13450 -2.11143
C -1.41029 0.69388 -3.39310
C -2.32656 1.40937 -4.14664
N -0.11566 0.45652 -1.31531
C 0.57985 -0.59921 -1.94541
C 1.56578 -0.32281 -2.90215
C 2.30533 -1.33947 -3.48410
C 2.08546 -2.66471 -3.12445
C 1.09788 -2.95512 -2.19443
C 0.34539 -1.93763 -1.61791
H -3.62441 3.12487 -4.26230
H -2.98909 3.91245 -1.98538
H -1.38508 2.65922 -0.64524
H -0.99852 -0.22008 -3.80002
H -2.59959 1.03458 -5.12654
H 1.73929 0.71077 -3.18059
H 3.06250 -1.09686 -4.22097
H 2.66536 -3.45936 -3.57725
H 0.89623 -3.98490 -1.92118
H -0.45116 -2.16592 -0.92322
```

Results
LUMO (alpha / beta) = -0.07 / -0.09 eV
Multiplicity = 2
Kohn-Sham gap (alpha / beta) = 0.199 / 0.224 Eh
E_HOMO (alpha / beta) = -5.5 / -6.2 eV

These are the Löwdin partial charges, in e, on atoms 1 to 6:
1. Ru 1.191
2. O 0.122
3. C -0.465
4. O 0.078
5. C -0.222
6. C -0.009



2.
Density functional theory data (ωB97M-V/def2-TZVPD) for a structure of composition C35H30N4O3PtS.

The geometry in XYZ format:
```
74
Properties=species:S:1:pos:R:3
Pt -1.09359 -0.60204 1.09527
S -5.69763 0.25341 0.51261
C -4.98582 1.73445 -0.03739
C -5.57336 2.80856 -0.70488
C -4.76782 3.87787 -1.04539
C -3.40266 3.88624 -0.72128
C -2.82268 2.82294 -0.06030
C -3.62721 1.73558 0.27708
N -3.19036 0.60093 0.94816
C -4.15305 -0.24991 1.12869
C -3.91610 -1.56922 1.76980
C -4.98211 -2.32990 2.24239
C -4.72130 -3.52927 2.88274
C -3.40029 -3.93559 3.05171
C -2.35421 -3.16263 2.56441
C -2.56966 -1.95514 1.88125
H -6.62653 2.80754 -0.95345
H -5.19942 4.72220 -1.56676
H -2.79946 4.74333 -0.99154
H -1.77463 2.81210 0.21494
H -6.00639 -1.98521 2.13928
H -5.53699 -4.13364 3.25846
H -3.19281 -4.87174 3.55828
H -1.33824 -3.51443 2.70621
C 2.28308 1.83530 -3.11405
O 3.40196 2.02408 -2.23838
C 4.16528 0.96159 -1.85650
C 5.53083 1.21885 -1.73415
C 6.40397 0.22268 -1.34595
C 5.92977 -1.05595 -1.06591
C 4.57364 -1.30303 -1.14437
C 3.67755 -0.30369 -1.52123
N 2.27810 -0.58713 -1.54152
C 1.45967 -0.25632 -0.48291
N 1.78275 0.86585 0.17532
C 1.17769 1.33773 1.35193
C -0.04322 0.87357 1.81074
C -0.56187 1.45157 2.96967
C 0.11988 2.44452 3.65453
C 1.35123 2.89798 3.18657
C 1.87121 2.33534 2.03999
O 3.06980 2.76680 1.49938
C 4.21051 2.21814 2.16085
N 0.40364 -0.96218 -0.18308
C 0.15854 -2.15063 -0.93198
C 0.40003 -3.38703 -0.33928
C 0.19247 -4.56443 -1.03193
C -0.27254 -4.51300 -2.34407
C -0.53465 -3.29081 -2.93639
C -0.33387 -2.10337 -2.23495
O -0.55672 -0.93408 -2.90659
C -1.46317 0.01181 -2.31545
H 2.11049 2.80693 -3.56863
H 1.39358 1.51824 -2.57585
H 2.51937 1.10136 -3.88496
H 5.87779 2.21490 -1.97588
H 7.46132 0.44046 -1.26863
H 6.60958 -1.84450 -0.77362
H 4.17465 -2.28023 -0.89604
H 2.03355 -1.47792 -1.95035
H 2.59900 1.38311 -0.11738
H -1.52151 1.10016 3.33614
H -0.31109 2.87700 4.54841
H 1.90064 3.68331 3.68974
H 4.20134 2.47516 3.22150
H 5.09017 2.64603 1.68612
H 4.22924 1.12944 2.05357
H 0.74294 -3.39221 0.68827
H 0.38553 -5.51435 -0.55184
H -0.43986 -5.42690 -2.89931
H -0.90542 -3.22083 -3.95081
H -1.84291 0.61652 -3.13557
H -0.96259 0.64652 -1.58437
H -2.28906 -0.50278 -1.82115
```

Results
LUMO (alpha / beta) = 0.34 / 0.34 eV
Multiplicity = 1
Kohn-Sham gap (alpha / beta) = 0.256 / 0.256 Eh
E_HOMO (alpha / beta) = -6.6 / -6.6 eV

These are the Löwdin partial charges, in e, on atoms 1 to 6:
1. Pt 1.131
2. S 1.113
3. C -0.467
4. C -0.089
5. C -0.092
6. C -0.081



3.
Density functional theory data (ωB97M-V/def2-TZVPD) for a structure of composition C35H30N5O2RuS2.

The geometry in XYZ format:
```
75
Properties=species:S:1:pos:R:3
Ru -0.86566 -0.12981 0.95824
S 0.41296 4.18435 0.29211
C 1.17018 3.69366 1.73959
C 0.80763 2.43463 2.12550
C -0.11780 1.82011 1.22760
C -0.38737 2.66362 0.18101
C -1.07401 2.14719 -0.97091
C -1.39002 2.84088 -2.13379
C -1.99635 2.16988 -3.17431
C -2.24239 0.80838 -3.04482
C -1.88893 0.17792 -1.87189
N -1.34600 0.82600 -0.83899
H 1.82908 4.36990 2.26275
H 1.21631 1.99216 3.02410
H -1.15185 3.89368 -2.20629
H -2.25849 2.69349 -4.08399
H -2.68919 0.23110 -3.84223
H -2.00579 -0.88392 -1.76013
C -6.57015 -2.14367 -4.39273
C -5.68082 -2.04380 -3.18571
C -6.05692 -1.25996 -2.09464
C -5.26394 -1.18225 -0.96337
C -4.06919 -1.89098 -0.92726
C -3.66786 -2.67285 -1.99908
C -4.47758 -2.74142 -3.12194
S -3.12080 -1.86226 0.55667
O -3.08461 -0.45400 1.05465
O -3.72990 -2.82068 1.43026
N -1.57226 -2.06497 0.20080
C -0.91436 -3.29993 0.14402
C -1.55874 -4.54640 0.14203
C -0.78690 -5.68598 0.09730
C 0.60139 -5.58653 0.02654
C 1.14560 -4.32542 -0.00111
N 0.41326 -3.20324 0.06306
H -7.44644 -2.75496 -4.16835
H -6.05100 -2.60054 -5.23346
H -6.92983 -1.16097 -4.69873
H -6.98626 -0.70453 -2.13353
H -5.56004 -0.56662 -0.12320
H -2.72856 -3.21186 -1.96878
H -4.16643 -3.34904 -3.96300
H -2.63460 -4.61743 0.20262
H -1.26556 -6.65662 0.12169
H 1.23330 -6.46221 -0.00114
H 2.21853 -4.18402 -0.07618
C -1.20918 0.40325 2.93114
C -0.75616 -0.96735 3.12590
C 0.63226 -1.17304 3.21941
C 1.15950 -2.44250 3.41352
C 0.29001 -3.51364 3.53496
C -1.09997 -3.32302 3.50809
C -1.61616 -2.06862 3.30891
C 0.82489 -4.84096 3.69432
N 1.26278 -5.89557 3.81931
H -0.60417 1.14078 3.42096
H -2.26616 0.62297 3.01632
H 1.28722 -0.31354 3.25376
H 2.22661 -2.60073 3.48458
H -1.75858 -4.16964 3.64399
H -2.68464 -1.91603 3.29784
N 1.14172 -0.49244 0.36454
C 1.51198 -0.01414 -0.95578
C 1.16162 -0.73810 -2.08572
C 1.49077 -0.24153 -3.33782
C 2.17364 0.96182 -3.46022
C 2.53859 1.66485 -2.32239
C 2.20974 1.18020 -1.06452
H 1.84832 -0.20280 1.02563
H 1.06526 -1.53638 0.31828
H 0.63418 -1.67493 -1.97766
H 1.21965 -0.80373 -4.22214
H 2.43229 1.34312 -4.43922
H 3.08609 2.59495 -2.40863
H 2.49670 1.72517 -0.17152
```

Results
LUMO = -4.13 eV
Net charge = +1
Multiplicity = 1
Kohn-Sham gap = 0.251 Eh
E_HOMO = -11.0 eV

These are the Löwdin partial charges, in e, on atoms 1 to 6:
1. Ru 1.259
2. S 1.068
3. C -0.396
4. C -0.211
5. C -0.264
6. C -0.520



| no. | energy (eV) |
| --- | --- |
| 1 | -62261.54920 |
| 2 | -62965.36121 |
| 3 | -72574.53482 |